Version a
# C3H8O2

A cluster of 2 separate species, C3H8O2 in total (ωB97M-V/def2-TZVPD, the Open Molecules 2025 dataset).

```
13
C3H8O2 ωB97M-V/def2-TZVPD
C -1.90437 -0.53932 0.79592
O -1.00275 0.52904 0.81064
C 0.83004 0.04936 -1.08687
C 1.90153 0.69014 -0.38131
O 1.33024 -0.33321 0.37760
H -2.15805 -0.93283 1.78502
H -2.84172 -0.20832 0.35750
H -1.55918 -1.39106 0.20256
H 1.00180 -0.80808 -1.70223
H -0.07459 0.60322 -1.36450
H 2.89492 0.48856 -0.71431
H 1.69244 1.69665 -0.05084
H -0.11031 0.15587 0.97082
```

Properties
- HOMO-LUMO gap: 10.72 eV
- SMILES: C1CO1.CO
- 2S+1: 1



Version b
# C3H8O2

A structure of composition C3H8O2 (ωB97M-V/def2-TZVPD, the Open Molecules 2025 dataset).

```
13
C3H8O2 ωB97M-V/def2-TZVPD
C -1.87725 0.21221 0.29701
C -0.44920 -0.02979 -0.17909
O -0.21315 -0.29539 -1.38422
C 0.58717 0.44999 0.71054
O 2.33363 -0.85263 -0.85670
H -2.10656 1.25678 0.05319
H -2.03726 0.07288 1.37261
H -2.54517 -0.43725 -0.26764
H 0.02222 -0.99096 0.72551
H 1.45166 -0.73260 -1.29834
H 1.49840 0.92360 0.32562
H 0.53367 0.57505 1.78495
H 2.86696 -0.14181 -1.23795
```

Properties
- HOMO-LUMO gap: 9.30 eV
- 2S+1: 1



Energies in kJ/mol, measured from the most stable structure: version a 0.0; version b 58.0.



Version a
# C5H9NO3

A cluster of 2 separate species, C5H9NO3 in total (ωB97M-V/def2-TZVPD, the Open Molecules 2025 dataset).

```
18
C5H9NO3 ωB97M-V/def2-TZVPD
C -2.28440 0.36073 0.13098
C 0.17450 1.04699 -0.61064
C -1.04367 -0.32927 -0.38572
N 0.85086 0.82255 -1.76895
O 0.08555 2.12853 -0.07672
O -1.00732 -1.12278 -1.31979
H 1.29500 1.60053 -2.23552
H 0.60982 0.00511 -2.31359
H -3.07311 -0.38174 0.27208
H -2.06497 0.86005 1.07375
H -2.62462 1.10646 -0.58832
C 1.89681 -1.10522 0.92454
C 0.62461 -0.45847 1.36203
O 0.34409 0.27143 2.26327
H -0.38512 -1.05720 0.79327
H 2.66004 -0.32959 0.84313
H 1.74805 -1.58251 -0.04378
H 2.19388 -1.83561 1.67999
```

Properties
- HOMO-LUMO gap: 8.78 eV
- SMILES: CC(=O)C(N)=O.CC=O
- 2S+1: 1



Version b
# C5H9NO3

The molecule C5H9NO3 (ωB97M-V/def2-TZVPD, the Open Molecules 2025 dataset).

```
18
C5H9NO3 ωB97M-V/def2-TZVPD
C -1.42412 0.17207 -1.51606
C -0.01190 0.38392 -1.03373
C -0.46869 0.72067 1.24470
C 0.08251 1.38707 2.55059
C 0.75402 -0.94609 -1.05985
H -2.10821 1.06747 -1.62594
H -1.99470 -0.40785 -0.46619
H -1.40023 -0.40929 -2.40259
H 0.38551 1.01165 -1.88624
H 1.17364 1.28376 0.45961
H -0.50444 1.48257 3.18601
H 0.90962 1.05468 2.83147
H 0.37263 2.55439 2.50364
H 2.27404 -1.80329 -0.38450
N 0.09569 1.14534 0.19399
O -1.44555 -0.03482 1.40310
O 1.82650 -0.96042 -0.30639
O 0.44797 -2.02443 -1.68260
```

Properties
- HOMO-LUMO gap: 9.84 eV
- SMILES: CC(=O)N[C@H](C)C(=O)O
- 2S+1: 1



Version c
# C5H9NO3

A cluster of 2 separate species, C5H9NO3 in total (ωB97M-V/def2-TZVPD, the Open Molecules 2025 dataset).

```
18
C5H9NO3 ωB97M-V/def2-TZVPD
C -1.18449 1.54150 0.40751
N -0.22329 0.58301 0.97580
C 1.17936 1.00881 0.98949
O 1.95791 0.50042 1.76546
H -0.51191 0.21088 1.88073
H 1.39622 1.84850 0.31466
H -0.81929 1.86723 -0.56551
H -1.33744 2.35499 1.11780
H -2.13297 1.02367 0.27499
C 0.96356 -0.48098 -1.20616
C -0.13710 -1.06310 -0.15640
C -1.28487 -1.58387 -0.71082
O 2.16023 -1.11207 -1.15191
O 0.69354 0.31944 -2.07692
H 2.24965 -1.67282 -0.36488
H 0.35944 -1.66926 0.59685
H -1.82298 -1.03696 -1.47774
H -1.50558 -2.63939 -0.61293
```

Properties
- HOMO-LUMO gap (alpha / beta): 8.30 / 8.30 eV
- SMILES: C=CC(=O)O.CNC=O
- 2S+1: 1



Version d
# C5H9NO3

A cluster of 3 separate species, C5H9NO3 in total (ωB97M-V/def2-TZVPD, the Open Molecules 2025 dataset).

```
18
C5H9NO3 ωB97M-V/def2-TZVPD
C 0.24901 -0.67147 -0.70116
C -2.42866 0.29752 0.05141
N -1.51585 0.43378 -1.06119
C 2.34717 -1.36633 0.26727
C 0.63728 0.23843 0.21230
C 0.80870 1.34047 0.86331
O -1.36593 1.83941 -1.24381
O 2.01810 -2.25285 1.23637
O 3.45394 -1.22463 -0.16285
H -1.09508 1.92533 -2.16629
H 2.82645 -2.73142 1.51530
H -0.25255 -1.57721 -0.38674
H 0.65499 -0.62505 -1.70307
H -2.12477 0.86266 0.94353
H -2.49724 -0.76154 0.30323
H -3.42653 0.64647 -0.24177
H 0.06193 2.12419 0.74907
H 1.64906 1.50224 1.52511
```

Properties
- HOMO-LUMO gap (alpha / beta): 7.17 / 7.79 eV
- 2S+1: 1



Energies in kJ/mol, measured from the most stable structure: version a 0.0; version b 75.9; version c 27.3; version d 488.2.



Version a
# C20H21N3O3

The molecule C20H21N3O3 (ωB97M-V/def2-TZVPD, the Open Molecules 2025 dataset).

```
47
C20H21N3O3 ωB97M-V/def2-TZVPD
O 2.26798 1.45350 -1.54830
N -0.44043 0.53359 0.52988
O -1.05124 4.07685 -2.36722
O 4.69244 -4.77983 -0.44163
C 1.15806 1.40620 -1.08099
C -1.33226 1.48506 0.27197
C 0.20611 3.46272 -2.39109
C 0.22399 2.42928 -1.45347
C -0.99917 2.48227 -0.76347
C -1.77327 3.43873 -1.36413
C -3.57782 1.07255 3.27978
C -4.76782 1.63288 2.81107
C -2.47274 1.05167 2.43082
C -4.83828 2.13176 1.51931
C -2.54250 1.54118 1.09530
C -3.74907 2.11130 0.64998
N 0.76025 0.49171 -0.09516
N 2.58169 -2.81034 -0.18065
C 4.89518 -3.57702 0.35821
C 3.29445 -5.17807 -0.44463
C -3.16120 3.83112 -0.93114
C -4.02315 2.60231 -0.71103
C 4.00510 -2.46989 -0.11992
C 2.36647 -4.05955 -0.92871
C 1.72827 -0.47525 0.37062
C 1.70966 -1.67525 -0.57381
H 0.99821 3.68320 -3.08875
H -3.55470 0.66125 4.28654
H -5.59431 1.65942 3.49015
H -1.54386 0.57948 2.82435
H -5.77839 2.59351 1.24293
H 5.94855 -3.29977 0.30463
H 4.66872 -3.85632 1.39355
H 3.13006 -6.02139 -1.13658
H 2.99971 -5.53963 0.54517
H -3.14382 4.43942 -0.00232
H -3.56589 4.43799 -1.75149
H -5.08341 2.86217 -0.85778
H -3.82715 1.81574 -1.44166
H 4.17924 -1.61948 0.55659
H 4.33129 -2.08704 -1.11721
H 1.28691 -4.37304 -0.84372
H 2.53449 -3.90573 -2.00313
H 2.74120 -0.05427 0.45057
H 1.47661 -0.81472 1.39680
H 0.67937 -2.04501 -0.58667
H 1.95644 -1.32527 -1.58356
```

Properties
- HOMO-LUMO gap: 8.18 eV
- SMILES: O=c1c2coc3c2c(nn1CCN1CCOCC1)-c1ccccc1CC3
- 2S+1: 1



Version b
# C20H21N3O3

The molecule C20H21N3O3 (ωB97M-V/def2-TZVPD, the Open Molecules 2025 dataset).

```
47
C20H21N3O3 ωB97M-V/def2-TZVPD
C 1.32761 1.41962 -3.95230
C 1.60466 0.98753 -2.54534
N 2.80261 0.58555 -2.33088
N 3.23051 0.26236 -1.06395
C 3.10433 1.02035 0.05648
O 2.44345 2.03340 0.13499
C 3.89520 0.44818 1.24542
N 3.83956 -0.98888 1.34954
C 2.63056 -1.66509 1.28710
C 1.41960 -1.04722 1.59455
C 0.23700 -1.76140 1.54341
C 0.21775 -3.10399 1.19428
C 1.42929 -3.72135 0.90490
C 2.61490 -3.01788 0.94486
H 3.54637 -3.51510 0.70903
H 1.44223 -4.76769 0.63414
C -1.06567 -3.87720 1.14443
H -1.11178 -4.48970 0.24552
H -1.92145 -3.20658 1.15601
H -1.13986 -4.54253 2.00535
H -0.69160 -1.25847 1.77393
H 1.39935 -0.00697 1.87894
H 4.61468 -1.49470 0.94829
H 4.93938 0.75790 1.15650
H 3.49044 0.90823 2.15286
H 3.97866 -0.41825 -1.09574
C 0.53565 1.00159 -1.56843
C -0.62239 1.66354 -1.71101
C -1.70306 1.66398 -0.74295
C -1.47512 1.40762 0.60874
C -2.50336 1.39210 1.54268
C -3.77446 1.64110 1.08168
C -4.01635 1.91836 -0.26586
C -3.00645 1.94634 -1.19005
H -3.20845 2.16131 -2.22655
O -5.35744 2.14226 -0.44777
C -5.94900 2.00228 0.82482
O -4.95451 1.68399 1.77402
H -6.44075 2.94663 1.10949
H -6.70142 1.19763 0.79613
H -2.31827 1.20164 2.58676
H -0.46334 1.25350 0.94419
H -0.80401 2.24478 -2.60499
H 0.69814 0.39326 -0.68951
H 1.14871 2.49299 -3.97779
H 0.44898 0.91111 -4.34229
H 2.18912 1.19389 -4.57365
```

Properties
- HOMO-LUMO gap: 8.11 eV
- SMILES: CC(/C=C/c1ccc2c(c1)OCO2)=N/NC(=O)CNc1ccc(C)cc1
- 2S+1: 1



Version c
# C20H21N3O3

The molecule C20H21N3O3 (ωB97M-V/def2-TZVPD, the Open Molecules 2025 dataset).

```
47
C20H21N3O3 ωB97M-V/def2-TZVPD
O 1.43351 0.92562 -2.95180
N 0.91760 -0.76372 0.11198
O 2.98478 3.22820 0.20043
O -4.10618 0.00476 -3.50977
C 1.39681 0.61313 -1.76472
C 1.22236 0.12729 1.01112
C 2.33629 2.87754 -0.96682
C 1.90343 1.60599 -0.78694
C 1.94368 1.33814 0.52879
C 2.63230 2.35835 1.13717
C -0.62805 -0.83398 4.05610
C 0.07986 -0.27524 5.15082
C -0.24928 -0.80013 2.73377
C 1.24373 0.50852 4.79905
C 0.96973 -0.12509 2.47490
C 1.69498 0.57675 3.48524
N 0.95840 -0.61031 -1.24249
N -1.91631 -1.42466 -2.39593
C -3.88756 0.08116 -2.07832
C -3.64213 -1.28152 -4.02117
C 2.99540 2.55513 2.53592
C 2.99325 1.24159 3.31330
C -2.33501 -0.29197 -1.68187
C -2.13323 -1.47541 -3.87989
C 0.62240 -1.63074 -2.21927
C -0.80463 -2.24499 -1.86714
H 2.54620 3.32995 -1.92045
H -1.51044 -1.41832 4.31451
H -0.08488 -0.57104 6.15127
H -0.85937 -1.34150 1.97307
H 1.74274 0.91233 5.62493
H -4.31725 1.04989 -1.67308
H -4.66585 -0.61642 -1.64046
H -4.18903 -2.01332 -3.32842
H -3.85142 -1.47076 -4.98987
H 2.18508 3.17798 3.01573
H 4.01407 3.06863 2.44101
H 3.70418 0.56943 2.86955
H 3.40445 1.41667 4.29902
H -2.20276 -0.46399 -0.62971
H -1.73780 0.51480 -1.89961
H -1.71082 -2.36812 -4.31253
H -1.39914 -0.62094 -4.18088
H 0.73952 -1.27584 -3.22992
H 1.32780 -2.44213 -1.99698
H -0.88068 -2.40676 -0.81232
H -0.88073 -3.31493 -2.24734
```

Properties
- HOMO-LUMO gap: 7.74 eV
- SMILES: O=c1c2coc3c2c(nn1CCN1CCOCC1)-c1ccccc1CC3
- 2S+1: 1



Energies in kJ/mol, measured from the most stable structure: version a 51.8; version b 0.0; version c 288.2.